{"formula": "C33H59F13NO2P2", "method": "ωB97M-V with the def2-TZVPD basis set", "lumo_energy_ev": [0.7, 0.6], "homo_energy_ha": [-0.273, -0.273], "orbital_gap_ha": [0.2996, 0.2940], "multiplicity": 2, "species": ["C", "C", "C", "C", "C", "P", "C", "C", "C", "F", "F", "C", "F", "F", "C", "F", "F", "C", "F", "F", "F", "O", "C", "C", "C", "C", "C", "C", "C", "P", "C", "C", "C", "C", "C", "F", "F", "C", "F", "F", "H", "H", "H", "H", "H", "H", "H", "H", "H", "H", "H", "H", "H", "H", "H", "H", "H", "H", "H", "H", "H", "H", "H", "H", "H", "H", "H", "H", "H", "H", "H", "H", "H", "H", "H", "H", "H", "H", "H", "H", "H", "C", "C", "C", "C", "C", "C", "N", "O", "C", "C", "C", "H", "H", "H", "H", "H", "H", "H", "H", "H", "H", "H", "H", "H", "H", "H", "H", "H", "H"], "xyz": [[-1.36, 3.39, 0.41], [-0.42, 2.19, 0.32], [-1.15, 0.99, -0.28], [-0.26, -0.04, -0.99], [-1.03, -0.75, -2.13], [0.70, -1.24, 0.06], [2.40, -0.62, 0.58], [3.26, -1.62, 1.38], [4.73, -1.26, 1.32], [5.20, -1.16, 0.06], [4.93, -0.06, 1.91], [5.62, -2.29, 2.06], [5.38, -3.50, 1.51], [5.24, -2.34, 3.35], [7.17, -2.12, 2.01], [7.58, -2.29, 0.75], [7.67, -3.11, 2.77], [7.78, -0.79, 2.54], [9.05, -0.98, 2.84], [7.70, 0.16, 1.61], [7.14, -0.36, 3.63], [0.03, -0.66, 1.57], [0.37, -1.20, 2.85], [1.02, -0.22, 3.84], [0.10, 0.95, 4.19], [1.41, -1.04, 5.08], [2.32, -0.33, 6.09], [2.58, -1.23, 7.29], [3.65, 0.08, 5.44], [1.53, -2.25, -1.93], [2.99, -3.33, -1.53], [2.62, -4.66, -0.87], [2.33, -0.77, -2.75], [3.78, -0.94, -3.23], [-0.23, -2.89, 0.50], [-0.36, -3.71, -0.55], [0.53, -3.55, 1.43], [-1.64, -2.72, 1.10], [-2.41, -2.11, 0.17], [-2.16, -3.94, 1.33], [-1.63, 3.71, -0.60], [-2.28, 3.08, 0.91], [-0.94, 4.23, 0.97], [0.45, 2.43, -0.30], [-0.06, 1.94, 1.31], [-1.80, 0.52, 0.47], [-1.83, 1.37, -1.06], [0.54, 0.56, -1.44], [-1.27, -1.80, -1.93], [-0.47, -0.74, -3.07], [-1.98, -0.23, -2.30], [2.93, -0.31, -0.32], [2.25, 0.27, 1.19], [3.11, -2.65, 1.08], [3.03, -1.56, 2.45], [0.99, -2.08, 2.74], [-0.56, -1.56, 3.33], [1.96, 0.15, 3.40], [-0.94, 0.70, 3.97], [0.18, 1.21, 5.25], [0.33, 1.86, 3.63], [1.93, -1.95, 4.77], [0.48, -1.36, 5.58], [1.83, 0.58, 6.45], [3.01, -0.67, 8.13], [3.28, -2.03, 7.03], [1.65, -1.71, 7.64], [3.54, 0.87, 4.70], [4.11, -0.79, 4.95], [4.36, 0.43, 6.20], [3.42, -3.56, -2.52], [3.80, -2.85, -0.98], [3.46, -5.36, -0.95], [1.75, -5.12, -1.34], [2.40, -4.55, 0.20], [1.70, -0.55, -3.62], [2.28, 0.11, -2.11], [4.12, -0.03, -3.73], [3.87, -1.75, -3.96], [4.46, -1.15, -2.41], [-1.66, -2.15, 2.02], [-5.58, 2.27, -5.96], [-5.55, 1.51, -4.62], [-6.95, 1.41, -4.01], [-7.47, 2.74, -3.46], [-6.48, 3.35, -2.47], [-5.07, 3.50, -3.04], [-4.66, 2.17, -3.62], [-4.15, 1.37, -2.77], [-5.00, 4.63, -4.07], [-4.07, 3.82, -1.93], [-4.99, 0.12, -4.89], [-4.60, 2.66, -6.21], [-5.88, 1.57, -6.74], [-6.29, 3.09, -5.98], [-6.92, 0.67, -3.20], [-7.63, 1.02, -4.77], [-7.68, 3.44, -4.27], [-8.42, 2.57, -2.95], [-6.82, 4.33, -2.13], [-6.43, 2.71, -1.58], [-4.05, 4.62, -4.59], [-5.09, 5.58, -3.55], [-5.80, 4.59, -4.81], [-4.12, 3.09, -1.13], [-4.29, 4.81, -1.52], [-3.06, 3.83, -2.33], [-3.96, 0.18, -5.26], [-5.61, -0.37, -5.64], [-4.99, -0.49, -3.99]]}